Record 1
{
  "formula": "C4H6N2O",
  "method": "ωB97M-V with the def2-TZVPD basis set",
  "elements": ["H", "N", "C", "C", "C", "N", "C", "O", "H", "H", "H", "H", "H"],
  "xyz": [[-0.91, -1.39, 2.57], [-0.37, -0.59, 2.24], [-0.48, -0.45, 0.98], [-1.20, -1.15, -0.09], [-0.89, -0.52, -1.24], [0.00, 0.53, -1.05], [0.23, 0.72, 0.31], [0.83, 1.63, 0.83], [-1.87, -1.99, 0.01], [-1.26, -0.72, -2.24], [0.31, 1.17, -1.76], [3.03, 1.01, -0.33], [2.78, 1.70, -0.46]],
  "gap_ev": 8.859,
  "e_tot_ev": -9271.3516,
  "smiles": "[H]/N=C1\\C=CNC1=O.[H][H]",
  "relative_energy_kcal_mol": 49.6
}

Record 2
{
  "formula": "CH5OTm",
  "method": "ωB97M-V with the def2-TZVPD basis set",
  "elements": ["H", "C", "H", "H", "H", "Tm", "O", "H"],
  "xyz": [[0.09, 0.48, 0.60], [0.89, 1.18, -0.32], [1.78, 1.03, 0.29], [1.34, 1.25, -1.33], [0.18, 2.03, -0.36], [-0.46, -1.64, -1.52], [-0.81, -0.93, 0.56], [-0.81, -1.47, 1.35]],
  "gap_ev": [6.997, 6.721],
  "total_charge": 1,
  "multiplicity": 4,
  "e_tot_ev": -32683.4029,
  "s_squared": 3.7537
}

Record 3
{
  "formula": "C25H27MgN9O3S3",
  "method": "ωB97M-V with the def2-TZVPD basis set",
  "elements": ["Mg", "C", "C", "N", "C", "S", "N", "N", "C", "C", "C", "C", "C", "C", "C", "N", "H", "H", "H", "H", "H", "H", "H", "H", "H", "H", "H", "H", "H", "C", "C", "N", "N", "C", "N", "S", "C", "C", "C", "C", "C", "N", "H", "H", "H", "H", "H", "H", "H", "H", "H", "H", "O", "C", "N", "S", "O", "O", "C", "C", "C", "C", "C", "C", "H", "H", "H", "H"],
  "xyz": [[-0.19, 0.52, 0.32], [-4.80, -2.03, 3.89], [-4.45, -0.56, 3.79], [-3.01, -0.34, 3.72], [-2.31, -0.20, 2.56], [-0.60, -0.33, 2.70], [-3.04, 0.01, 1.47], [-2.32, 0.19, 0.34], [-2.96, 0.27, -0.77], [-4.46, 0.22, -0.88], [-2.14, 0.43, -1.99], [-2.73, 0.60, -3.24], [-1.91, 0.73, -4.36], [-0.54, 0.68, -4.19], [-0.04, 0.53, -2.91], [-0.81, 0.40, -1.84], [-5.88, -2.17, 3.92], [-4.38, -2.48, 4.80], [-4.41, -2.58, 3.03], [-4.84, -0.01, 4.65], [-4.88, -0.12, 2.89], [-2.45, -0.67, 4.48], [-4.87, -0.14, 0.05], [-4.77, -0.43, -1.70], [-4.86, 1.22, -1.07], [-3.80, 0.66, -3.34], [-2.35, 0.87, -5.34], [0.14, 0.78, -5.03], [1.03, 0.55, -2.73], [3.51, -1.21, -1.36], [2.27, -1.04, -0.54], [2.07, -0.03, 0.21], [3.05, 0.92, 0.24], [3.15, 1.80, 1.28], [4.00, 2.83, 0.99], [2.45, 1.56, 2.75], [1.24, -2.10, -0.50], [1.56, -3.44, -0.75], [0.56, -4.39, -0.62], [-0.71, -3.99, -0.24], [-0.93, -2.65, 0.00], [0.01, -1.73, -0.13], [3.65, -0.35, -2.03], [4.39, -1.26, -0.72], [3.47, -2.09, -1.99], [3.49, 1.17, -0.64], [4.00, 3.18, 0.04], [4.07, 3.52, 1.72], [2.56, -3.73, -1.02], [0.78, -5.44, -0.80], [-1.51, -4.70, -0.13], [-1.90, -2.29, 0.33], [2.98, 3.11, -1.59], [1.89, 3.40, -1.08], [0.87, 2.55, -0.90], [-0.39, 3.26, -0.20], [-0.63, 2.48, 1.02], [-1.53, 3.42, -1.06], [0.36, 4.83, 0.09], [-0.14, 5.97, 0.69], [0.69, 7.08, 0.69], [1.95, 7.04, 0.09], [2.42, 5.89, -0.52], [1.60, 4.77, -0.51], [-1.12, 5.99, 1.14], [0.35, 8.00, 1.16], [2.57, 7.93, 0.10], [3.39, 5.85, -1.00]],
  "gap_ev": 6.863,
  "e_tot_ev": -83871.1629,
  "relative_energy_kcal_mol": 2.5
}